Computed, not measured: a molecular structure, C18H14AsN2O2ReS6, with wB97M-V/def2-TZVPD.

Geometry as XYZ:
```
44
Properties=species:S:1:pos:R:3:lowdin_charge:R:1
Re -0.032 0.132 -0.204 0.986
O -1.437 4.392 -0.543 0.110
C -0.373 4.945 0.063 -0.231
C -0.420 6.330 0.218 0.017
C 0.619 6.997 0.822 -0.021
C 1.746 6.309 1.293 -0.053
C 1.806 4.951 1.151 -0.012
C 0.752 4.234 0.536 -0.082
C 0.878 2.806 0.436 -0.335
O -0.101 2.082 -0.130 -0.248
N 1.925 2.162 0.869 0.040
N 1.788 0.799 0.658 -0.203
C 2.905 0.186 0.901 -0.742
S 3.080 -1.581 0.967 1.240
C 4.841 -1.523 0.538 -0.333
C 5.400 -0.425 1.428 -0.437
S 4.323 1.044 1.325 1.105
H -1.318 3.443 -0.652 0.084
H -1.291 6.852 -0.152 0.135
H 0.563 8.072 0.932 0.124
H 2.555 6.846 1.765 0.116
H 2.662 4.400 1.513 0.113
H 4.918 -1.303 -0.526 0.125
H 5.261 -2.502 0.759 0.115
H 6.385 -0.123 1.076 0.105
H 5.486 -0.740 2.467 0.098
S -4.041 -4.713 0.954 0.069
As -3.738 -2.852 0.321 0.391
S -1.630 -0.332 1.158 0.137
S -0.266 -1.524 -1.713 0.731
S -1.922 -2.277 1.719 -0.044
C 1.089 -1.503 -0.681 -0.781
C 2.211 -2.170 -0.476 -0.451
C 2.786 -3.363 -1.125 -0.269
C 2.886 -3.405 -2.514 -0.024
C 3.411 -4.531 -3.130 -0.041
C 3.849 -5.603 -2.365 -0.039
C 3.757 -5.559 -0.979 -0.044
C 3.223 -4.443 -0.357 -0.051
H 2.565 -2.558 -3.108 0.121
H 3.488 -4.566 -4.208 0.121
H 4.262 -6.477 -2.850 0.121
H 4.087 -6.401 -0.385 0.121
H 3.114 -4.434 0.724 0.117
```

Output
Lowest unoccupied orbital energy (spin up / spin down), hartree: -0.3124 / -0.3124
Relative energy (zero: lowest compared OMol25 entry of this formula, charge and spin), kJ/mol: 15.2
Total charge: +2
Kohn-Sham gap (spin up / spin down), eV: 4.98 / 4.98
Spin multiplicity: 1

***

Computed, not measured: a molecular structure, C25H31InN3OP2, with wB97M-V/def2-TZVPD.

Geometry as XYZ:
```
63
Properties=species:S:1:pos:R:3:lowdin_charge:R:1
C 4.458 0.755 -1.133 -0.050
C 3.373 1.448 -0.622 -0.211
C 2.597 2.280 -1.496 -0.167
C 2.701 2.087 -2.923 -0.134
C 3.721 1.215 -3.408 -0.023
C 4.602 0.612 -2.525 -0.068
C 1.660 2.636 -3.698 0.073
C 0.538 3.257 -3.099 -0.127
C 0.569 3.399 -1.655 -0.167
C -0.635 3.699 -0.939 -0.210
C -1.745 4.140 -1.655 -0.047
C -1.773 4.046 -3.057 -0.066
C -0.679 3.578 -3.768 -0.020
H 5.178 0.290 -0.457 0.121
H 3.752 1.009 -4.478 0.116
H 5.416 0.006 -2.911 0.108
H 1.671 2.475 -4.780 0.131
H -2.606 4.527 -1.107 0.119
H -2.678 4.333 -3.584 0.109
H -0.719 3.405 -4.842 0.117
N 1.694 3.125 -0.958 0.164
In -1.281 -0.870 -0.215 0.593
C 2.874 1.255 0.796 -0.287
H 2.358 2.166 1.162 0.080
H 3.730 0.967 1.434 0.090
C -0.689 3.390 0.550 -0.266
H 0.329 3.460 0.960 0.075
H -1.357 4.099 1.061 0.103
P 1.704 -0.167 0.947 0.745
P -1.327 1.668 0.883 0.800
C -3.101 1.972 0.610 -0.285
H -3.672 1.064 0.819 0.039
H -3.426 2.777 1.273 0.054
H -3.275 2.265 -0.426 0.041
C -1.278 1.676 2.715 -0.261
H -2.071 2.328 3.086 0.052
H -1.447 0.669 3.101 0.023
H -0.315 2.035 3.085 0.040
C 2.733 -1.565 0.469 -0.251
H 3.614 -1.551 1.112 0.055
H 2.180 -2.498 0.600 0.049
H 3.005 -1.485 -0.584 0.050
C 1.609 -0.380 2.740 -0.245
H 0.991 -1.244 3.020 0.040
H 2.650 -0.567 3.057 0.057
H 1.220 0.520 3.237 0.031
H 0.448 -0.699 -0.084 -0.219
H -1.628 -0.520 -1.903 -0.124
N -3.246 -7.212 0.489 0.171
C -2.609 -6.121 -0.057 -0.467
O -2.282 -6.087 -1.239 0.076
C -2.286 -4.990 0.896 -0.091
C -2.319 -5.079 2.300 0.022
C -2.045 -3.955 3.084 -0.014
C -1.781 -2.740 2.441 -0.102
N -1.666 -2.676 1.095 -0.083
C -1.927 -3.768 0.323 -0.051
H -3.591 -7.863 -0.201 0.120
H -3.773 -7.130 1.345 0.097
H -2.597 -6.033 2.738 0.120
H -2.064 -3.985 4.178 0.124
H -1.653 -1.786 2.962 0.106
H -1.837 -3.663 -0.765 0.123
```

Output
Lowest unoccupied orbital energy, hartree: -0.1246
Relative energy (zero: lowest compared OMol25 entry of this formula, charge and spin), kJ/mol: 371.4
Total charge: +1
Kohn-Sham gap, eV: 5.21
Spin multiplicity: 1

***

Computed, not measured: a molecular structure, C37H37AsBrN6O2SZn, with wB97M-V/def2-TZVPD.

Geometry as XYZ:
```
86
Properties=species:S:1:pos:R:3:lowdin_charge:R:1
Zn 0.508 0.335 0.101 0.441
N 4.645 0.293 1.578 0.050
C 3.484 0.146 0.892 -0.886
S 2.505 1.560 0.694 0.593
N 3.253 -1.073 0.451 -0.016
N 2.070 -1.168 -0.191 -0.084
C 1.770 -2.234 -0.811 -0.078
C 0.488 -2.259 -1.529 -0.264
C 0.040 -3.408 -2.166 -0.024
C -1.169 -3.368 -2.838 -0.064
C -1.887 -2.184 -2.860 -0.046
C -1.366 -1.083 -2.197 -0.110
N -0.207 -1.115 -1.549 0.101
H 4.961 1.221 1.790 0.066
H 5.299 -0.470 1.558 0.086
H 2.432 -3.097 -0.832 0.122
H 0.630 -4.313 -2.114 0.110
H -1.549 -4.252 -3.335 0.103
H -2.836 -2.104 -3.372 0.103
H -1.895 -0.139 -2.184 0.100
C -3.089 8.266 -0.361 -0.061
C -2.771 6.848 0.031 -0.278
C -1.474 6.365 0.002 -0.021
C -1.166 5.062 0.379 -0.276
C 0.271 4.617 0.275 -0.089
C -2.188 4.192 0.803 -0.281
As -1.479 2.435 1.395 1.339
N -0.952 1.686 -0.195 -0.310
C -1.270 2.183 -1.434 -0.440
C -0.301 2.116 -2.462 -0.083
C -0.578 2.513 -3.756 -0.111
C -1.829 3.022 -4.095 -0.133
C -2.787 3.127 -3.095 -0.102
C -2.520 2.721 -1.797 -0.063
C -3.040 1.486 2.171 -0.304
C -3.339 1.881 3.484 -0.324
C -2.688 3.082 4.123 -0.090
C -4.261 1.160 4.238 -0.049
C -4.880 0.027 3.737 -0.274
C -5.819 -0.794 4.579 -0.049
C -4.575 -0.356 2.439 -0.019
C -3.673 0.348 1.647 -0.269
C -3.419 -0.161 0.254 -0.049
C -3.514 4.659 0.800 -0.276
C -4.721 3.822 1.148 -0.050
C -3.774 5.977 0.427 -0.030
H -2.239 8.736 -0.854 0.069
H -3.342 8.868 0.515 0.076
H -3.941 8.306 -1.041 0.074
H -0.671 7.015 -0.332 0.108
H 0.903 5.448 -0.038 0.076
H 0.382 3.810 -0.454 0.049
H 0.648 4.235 1.226 0.053
H 0.685 1.739 -2.208 0.085
H 0.197 2.436 -4.511 0.094
H -2.044 3.340 -5.106 0.082
H -3.767 3.531 -3.326 0.095
H -3.291 2.812 -1.047 0.077
H -1.599 2.993 4.116 0.057
H -3.012 3.182 5.158 0.069
H -2.929 4.009 3.594 0.067
H -4.474 1.482 5.253 0.102
H -6.107 -0.258 5.484 0.073
H -5.345 -1.733 4.876 0.063
H -6.726 -1.048 4.028 0.075
H -5.042 -1.245 2.026 0.118
H -4.026 -1.046 0.059 0.083
H -2.373 -0.431 0.126 0.037
H -3.650 0.592 -0.501 0.068
H -4.639 2.799 0.790 0.060
H -5.613 4.271 0.709 0.075
H -4.877 3.754 2.226 0.078
H -4.804 6.320 0.423 0.111
Br -1.871 0.141 6.869 0.724
C -1.979 -1.120 5.455 -0.658
C -2.704 -2.282 5.647 -0.225
N -2.827 -3.211 4.703 0.068
C -2.214 -2.989 3.541 -0.081
C -1.471 -1.849 3.262 -0.099
C -1.354 -0.879 4.246 -0.045
C -0.831 -1.667 1.895 -0.602
O -0.878 -2.598 1.093 0.031
O -0.271 -0.532 1.728 -0.126
H -3.208 -2.463 6.590 0.095
H -2.310 -3.747 2.773 0.115
H -0.800 0.028 4.043 0.120
```

Output
Lowest unoccupied orbital energy, hartree: 0.0890
Relative energy (zero: lowest compared OMol25 entry of this formula, charge and spin), kJ/mol: 0.0
Total charge: -1
Kohn-Sham gap, eV: 6.70
Spin multiplicity: 1

***

Computed, not measured: a molecular structure, C25H27N2O3PdSb, with wB97M-V/def2-TZVPD.

Geometry as XYZ:
```
59
Properties=species:S:1:pos:R:3:lowdin_spin:R:1
Pd -0.151 -1.966 -0.685 1.239
N 0.265 -4.132 -1.642 0.176
C 0.555 -3.965 -3.061 0.012
C -0.315 -2.848 -3.686 0.048
O -0.693 -2.887 -4.830 0.113
N -0.584 -1.806 -2.835 0.398
C -1.621 -0.981 -3.092 0.339
C -3.087 -1.674 -1.836 0.106
O -4.073 -1.588 -2.442 0.175
O -2.495 -1.944 -0.832 0.138
H 0.987 -4.688 -1.182 0.004
H -0.628 -4.617 -1.534 0.001
H 0.349 -4.873 -3.639 0.007
H 1.607 -3.699 -3.204 0.001
H -2.086 -1.057 -4.072 0.019
H -1.568 0.012 -2.652 0.036
C -0.361 3.310 -2.136 0.016
C -0.294 3.791 -0.725 0.004
C -0.413 5.154 -0.445 0.003
C -0.411 5.619 0.855 0.000
C -0.298 4.726 1.909 0.006
C -0.190 3.362 1.657 0.017
C -0.164 2.916 0.350 0.075
Sb 0.124 0.764 -0.018 0.352
C 2.089 0.288 0.842 0.076
C 2.454 0.895 2.030 0.018
C 3.706 0.638 2.576 0.014
C 4.577 -0.219 1.926 -0.001
C 4.196 -0.843 0.750 0.010
C 2.950 -0.586 0.174 0.005
C 2.580 -1.219 -1.126 0.087
C -1.393 0.006 1.338 0.161
C -2.518 0.816 1.434 0.041
C -3.557 0.458 2.274 0.033
C -3.492 -0.743 2.970 0.097
C -2.382 -1.560 2.848 0.006
C -1.318 -1.217 2.018 0.076
C -0.145 -2.147 1.902 0.032
H -0.301 4.142 -2.833 0.001
H -1.311 2.796 -2.307 0.001
H 0.461 2.618 -2.344 0.008
H -0.518 5.845 -1.268 0.000
H -0.508 6.676 1.049 0.000
H -0.290 5.080 2.929 0.001
H -0.134 2.671 2.487 0.001
H 1.776 1.567 2.538 0.002
H 3.990 1.119 3.501 0.001
H 5.560 -0.397 2.331 0.000
H 4.881 -1.514 0.254 0.000
H 3.348 -1.910 -1.466 0.005
H 2.425 -0.466 -1.906 0.004
H 1.608 -1.807 -1.013 0.019
H -2.569 1.747 0.881 0.001
H -4.409 1.111 2.380 0.001
H -4.315 -1.047 3.599 0.004
H -2.332 -2.489 3.397 -0.001
H -0.184 -2.907 2.684 0.003
H 0.804 -1.610 2.008 0.003
H -0.185 -2.725 0.922 0.006
```

Output
Lowest unoccupied orbital energy (spin up / spin down), hartree: -0.2349 / -0.3760
Relative energy (zero: lowest compared OMol25 entry of this formula, charge and spin), kJ/mol: 47.4
Total charge: +2
Kohn-Sham gap (spin up / spin down), eV: 7.12 / 4.53
<S²>: 6.0306
Spin multiplicity: 5